# C39H75N7OP

A cluster of 7 separate species, C39H75N7OP in total (ωB97M-V with the def2-TZVPD basis set, the Open Molecules 2025 dataset).

Structure (XYZ):
```
123
Properties=species:S:1:pos:R:3:lowdin_charge:R:1
C -0.747 -2.863 6.799 -0.126
O -0.113 -2.686 5.574 -0.190
C -0.501 -3.631 4.606 -0.224
C -1.863 -3.302 3.996 -0.186
C -1.769 -2.845 2.554 -0.208
C -3.050 -2.203 1.991 -0.178
C -4.303 -2.502 2.783 -0.220
C -5.607 -2.060 2.132 -0.199
C -5.936 -0.576 2.262 -0.199
C -5.688 0.000 3.656 -0.209
C -4.610 1.055 3.592 -0.228
C -4.024 1.450 4.924 -0.229
C -2.691 2.132 4.736 -0.234
C -1.667 1.142 4.218 -0.477
N -0.309 1.628 4.430 -0.356
P 0.690 0.572 3.645 0.688
C 2.146 0.328 4.783 -0.306
C 1.369 1.523 2.187 -0.325
H -0.927 -1.891 7.217 0.075
H -0.131 -3.405 7.505 0.080
H -1.709 -3.328 6.706 0.079
H 0.247 -3.657 3.841 0.114
H -0.573 -4.602 5.079 0.107
H -2.529 -4.140 4.048 0.100
H -2.256 -2.486 4.562 0.098
H -0.980 -2.119 2.517 0.071
H -1.441 -3.648 1.921 0.085
H -2.877 -1.140 2.025 0.096
H -3.158 -2.484 0.963 0.082
H -4.363 -3.572 2.886 0.103
H -4.218 -2.109 3.774 0.087
H -6.406 -2.666 2.526 0.100
H -5.531 -2.277 1.082 0.094
H -6.981 -0.466 2.040 0.092
H -5.397 -0.013 1.524 0.103
H -6.586 0.494 3.982 0.099
H -5.480 -0.754 4.390 0.094
H -5.011 1.931 3.117 0.115
H -3.828 0.691 2.958 0.077
H -4.720 2.080 5.456 0.101
H -3.869 0.545 5.491 0.098
H -2.791 2.921 4.019 0.098
H -2.349 2.517 5.677 0.082
H -1.818 0.198 4.749 0.076
H -1.850 1.003 3.155 0.060
H 1.777 0.529 5.768 -0.018
H 2.927 1.037 4.556 -0.001
H 2.505 -0.677 4.701 -0.011
H 1.858 0.879 1.491 -0.027
H 2.063 2.291 2.520 0.006
H 0.525 1.998 1.743 -0.005
C -1.907 -5.799 -2.004 -0.110
C -2.918 -4.664 -1.889 -0.255
C -2.308 -3.292 -2.196 -0.189
C -1.223 -2.979 -1.269 -0.235
N -0.381 -2.735 -0.545 0.190
H -1.098 -5.685 -1.282 0.070
H -2.386 -6.759 -1.810 0.068
H -1.471 -5.834 -3.004 0.075
H -3.342 -4.659 -0.883 0.104
H -3.741 -4.842 -2.584 0.107
H -3.066 -2.514 -2.115 0.121
H -1.905 -3.267 -3.208 0.064
C 0.454 -0.116 -3.469 -0.093
C 1.358 -0.804 -4.484 -0.289
C 0.642 -1.091 -5.808 -0.184
C -0.490 -1.978 -5.571 -0.226
N -1.343 -2.709 -5.384 0.154
H -0.396 -0.745 -3.196 0.058
H 1.001 0.101 -2.553 0.063
H 0.075 0.826 -3.862 0.064
H 1.730 -1.738 -4.060 0.100
H 2.217 -0.181 -4.676 0.044
H 1.317 -1.571 -6.517 0.117
H 0.280 -0.166 -6.259 0.108
C 1.176 2.662 -9.051 -0.123
C 2.662 2.783 -8.740 -0.285
C 3.139 1.757 -7.704 -0.176
C 2.440 1.930 -6.435 -0.223
N 1.902 2.065 -5.442 0.199
H 0.564 2.852 -8.166 0.073
H 0.888 3.380 -9.803 0.023
H 0.933 1.664 -9.425 0.076
H 2.876 3.789 -8.377 0.095
H 3.236 2.645 -9.656 0.098
H 4.207 1.864 -7.520 0.118
H 2.961 0.742 -8.062 0.117
C -0.503 1.775 8.726 -0.105
C 0.980 2.031 8.946 -0.258
C 1.667 0.927 9.758 -0.191
C 1.083 0.804 11.093 -0.255
N 0.629 0.708 12.132 0.131
H -1.057 1.750 9.668 0.067
H -0.932 2.565 8.112 0.069
H -0.659 0.829 8.206 0.069
H 1.113 2.990 9.452 0.108
H 1.472 2.109 7.976 0.103
H 2.729 1.143 9.871 0.113
H 1.571 -0.032 9.249 0.118
C 4.021 7.515 -8.766 -0.106
C 4.942 6.810 -9.756 -0.260
C 4.262 6.513 -11.097 -0.181
C 3.107 5.639 -10.912 -0.204
N 2.214 4.950 -10.766 0.189
H 3.160 6.895 -8.511 0.070
H 4.551 7.734 -7.841 0.074
H 3.653 8.458 -9.175 0.077
H 5.300 5.878 -9.315 0.109
H 5.819 7.433 -9.941 0.107
H 4.957 6.022 -11.778 0.117
H 3.924 7.435 -11.569 0.121
C 5.099 -2.889 -0.436 -0.115
C 4.005 -1.909 -0.025 -0.251
C 3.010 -1.619 -1.153 -0.191
C 3.689 -1.026 -2.305 -0.256
N 4.267 -0.565 -3.171 0.160
H 5.709 -2.491 -1.248 0.066
H 5.764 -3.091 0.404 0.069
H 4.672 -3.840 -0.763 0.074
H 4.461 -0.976 0.306 0.113
H 3.455 -2.314 0.824 0.113
H 2.237 -0.932 -0.812 0.103
H 2.518 -2.539 -1.474 0.111
```

Its net charge is -1. The strongest force on any atom is 1.54 eV Å⁻¹. The LUMO energy is 1.46 eV. The value obtained for the HOMO energy is -2.4 eV.

# C39H77BBrF3N9O7S

A cluster of 6 separate species, C39H77BBrF3N9O7S in total (ωB97M-V with the def2-TZVPD basis set, the Open Molecules 2025 dataset).

Structure (XYZ):
```
138
Properties=species:S:1:pos:R:3:lowdin_charge:R:1
C -8.123 -0.551 -1.601 -0.149
C -7.906 -0.543 -0.023 -0.621
Br -7.502 -2.413 0.476 0.741
C -6.731 0.482 0.315 -0.196
N -5.471 -0.211 0.689 -0.351
S -4.479 -0.728 -0.645 0.965
C -5.110 -0.453 1.928 -0.334
N -6.058 -0.015 2.919 0.051
C -5.473 0.949 3.878 -0.156
C -4.854 2.255 3.230 -0.092
C -5.729 3.501 3.522 -0.182
F -7.077 3.392 3.240 0.043
C -5.128 4.664 4.058 -0.227
F -4.757 5.653 3.202 0.122
F -4.959 4.770 5.392 0.136
N -3.958 -1.134 2.344 0.076
C -3.877 -2.585 2.030 -0.162
C -4.067 -3.394 3.374 -0.151
C -2.828 -3.288 4.333 -0.187
C -1.435 -3.458 3.623 -0.219
C -1.072 -4.990 3.376 -0.186
C 0.150 -5.000 2.376 -0.220
C 1.482 -4.454 2.999 -0.208
C 2.677 -4.547 1.964 -0.222
C 3.929 -3.706 2.406 -0.216
C 5.268 -4.224 1.749 -0.202
C 5.164 -4.472 0.192 -0.166
C 6.415 -3.925 -0.607 -0.135
N 6.168 -2.551 -1.091 -0.157
C 6.893 -1.482 -0.584 -0.101
C 6.422 -0.258 -1.202 -0.078
C 5.369 -0.681 -2.144 -0.092
C 5.261 -2.119 -2.045 -0.111
B -2.668 -0.387 2.361 -0.662
O -1.977 0.076 1.208 0.126
O -2.026 -0.112 3.599 0.130
H -8.779 0.287 -1.934 0.092
H -8.535 -1.535 -1.950 0.070
H -7.147 -0.434 -2.149 0.063
H -8.880 -0.264 0.434 0.099
H -7.029 1.288 1.018 0.126
H -6.501 0.992 -0.660 0.116
H -4.517 -2.104 -0.517 -0.057
H -6.425 -0.826 3.430 0.144
H -6.221 1.285 4.641 0.141
H -4.660 0.424 4.461 0.121
H -4.578 2.166 2.149 0.125
H -3.889 2.454 3.779 0.127
H -2.985 -2.908 1.445 0.131
H -4.774 -2.851 1.402 0.063
H -4.355 -4.447 3.115 0.119
H -4.958 -2.970 3.915 0.112
H -2.864 -4.013 5.185 0.122
H -2.836 -2.265 4.796 0.101
H -1.345 -2.934 2.640 0.088
H -0.663 -3.032 4.313 0.117
H -1.981 -5.461 2.909 0.109
H -0.835 -5.430 4.377 0.117
H 0.255 -6.021 1.935 0.114
H -0.133 -4.307 1.533 0.106
H 1.770 -5.085 3.878 0.120
H 1.386 -3.376 3.288 0.110
H 2.311 -4.143 0.982 0.107
H 2.987 -5.614 1.816 0.120
H 3.794 -2.618 2.170 0.115
H 4.067 -3.785 3.520 0.111
H 6.057 -3.451 1.943 0.103
H 5.556 -5.191 2.236 0.112
H 4.210 -4.051 -0.219 0.100
H 5.151 -5.581 0.001 0.116
H 6.664 -4.635 -1.457 0.101
H 7.302 -3.869 0.072 0.124
H 7.701 -1.554 0.176 0.116
H 6.781 0.764 -0.988 0.080
H 4.762 -0.053 -2.821 0.069
H 4.587 -2.795 -2.608 0.121
H -2.578 0.728 0.803 0.077
H -2.195 0.840 3.745 0.104
C -9.096 7.307 6.673 -0.347
O -9.507 6.192 6.924 0.019
N -8.048 7.587 5.859 -0.199
C -7.608 8.944 5.602 -0.055
C -7.347 6.486 5.228 -0.055
H -9.562 8.209 7.105 0.134
H -7.678 9.148 4.531 0.090
H -6.570 9.054 5.925 0.090
H -8.226 9.661 6.142 0.086
H -8.050 5.919 4.612 0.100
H -6.949 5.827 5.999 0.089
H -6.534 6.860 4.606 0.077
C 7.747 -4.504 -3.751 -0.352
O 7.352 -5.635 -3.525 0.004
N 8.742 -4.181 -4.606 -0.197
C 9.154 -2.808 -4.823 -0.053
C 9.417 -5.244 -5.330 -0.041
H 7.300 -3.626 -3.256 0.111
H 9.022 -2.555 -5.878 0.089
H 10.208 -2.703 -4.555 0.090
H 8.561 -2.125 -4.216 0.084
H 8.688 -5.790 -5.932 0.093
H 9.867 -5.937 -4.616 0.094
H 10.189 -4.831 -5.976 0.086
C -4.473 -0.218 -5.501 -0.346
O -5.337 -0.537 -4.699 -0.014
N -3.220 0.168 -5.177 -0.194
C -2.231 0.538 -6.171 -0.049
C -2.851 0.215 -3.780 -0.062
H -4.659 -0.221 -6.587 0.135
H -1.371 -0.127 -6.081 0.091
H -1.913 1.567 -5.993 0.091
H -2.640 0.460 -7.179 0.085
H -2.970 -0.782 -3.344 0.075
H -3.517 0.907 -3.258 0.076
H -1.818 0.543 -3.668 0.080
C 1.797 1.829 -4.335 -0.344
O 0.704 1.286 -4.381 -0.017
N 2.477 2.112 -3.205 -0.188
C 3.779 2.759 -3.222 -0.066
C 1.889 1.756 -1.927 -0.042
H 2.329 2.138 -5.249 0.134
H 4.510 2.107 -2.748 0.054
H 3.718 3.698 -2.669 0.090
H 4.097 2.967 -4.244 0.090
H 1.717 0.678 -1.896 0.091
H 0.928 2.265 -1.819 0.086
H 2.550 2.045 -1.112 0.091
C 6.550 4.556 -2.419 -0.340
O 6.358 3.354 -2.361 -0.014
N 7.239 5.187 -3.395 -0.198
C 7.428 6.625 -3.400 -0.056
C 7.808 4.398 -4.474 -0.036
H 6.161 5.243 -1.650 0.137
H 6.993 7.042 -4.311 0.091
H 8.497 6.848 -3.376 0.092
H 6.949 7.082 -2.535 0.084
H 7.009 3.861 -4.989 0.089
H 8.504 3.668 -4.058 0.096
H 8.330 5.042 -5.180 0.089
```

Its net charge is +1. The strongest force on any atom is 3.03 eV Å⁻¹. The LUMO energy is -4.04 eV. The value obtained for the HOMO energy is -9.2 eV.